(1)
{
  "formula": "C12H12O3",
  "method": "ωB97M-V with the def2-TZVPD basis set",
  "orbital_gap_ev": 8.40,
  "lumo_energy_ha": 0.0017,
  "species": ["O", "O", "O", "C", "C", "C", "C", "C", "C", "C", "C", "C", "C", "C", "C", "H", "H", "H", "H", "H", "H", "H", "H", "H", "H", "H", "H"],
  "xyz": [[0.9662, 2.6009, -0.8836], [-2.6019, 0.3000, -0.9567], [-0.8693, 2.7570, 1.0593], [-0.1204, -0.6300, 2.4097], [-1.0828, 1.9172, 0.0035], [0.7680, -1.7439, -2.5556], [1.7887, -0.4903, 0.3953], [1.1051, -0.0265, 2.6486], [0.2430, -1.5902, -1.1536], [2.0568, 0.0385, 1.6429], [0.5521, -1.0886, 0.1440], [-0.3995, -1.1591, 1.1663], [-0.5871, -2.1062, -2.0249], [-0.0270, 1.9092, -0.9949], [-2.2184, 1.1866, -0.0314], [3.0100, 0.5097, 1.8360], [-0.0074, 3.1794, 0.8989], [2.5268, -0.4394, -0.3920], [-0.1723, 1.2566, -1.8740], [1.4891, -2.5245, -2.7766], [1.3152, 0.3914, 3.6211], [-1.5294, -2.5292, -2.2788], [-1.3563, -1.6181, 0.9598], [-2.9444, 1.2914, 0.7659], [-0.8601, -0.6813, 3.1945], [0.8814, -0.8691, -3.1901], [-1.9260, 0.1583, -1.6335]]
}

(2)
{
  "formula": "C17H13CdNS2Se2",
  "method": "ωB97M-V with the def2-TZVPD basis set",
  "orbital_gap_ev": 6.08,
  "lumo_energy_ha": 0.1741,
  "total_charge": -2,
  "species": ["Cd", "Se", "Se", "S", "S", "N", "C", "C", "C", "C", "C", "C", "C", "C", "C", "C", "C", "C", "C", "C", "C", "C", "C", "H", "H", "H", "H", "H", "H", "H", "H", "H", "H", "H", "H", "H"],
  "xyz": [[0.8234, 0.9101, -0.5472], [3.4270, -0.5367, -0.0864], [-1.4008, 0.0634, -2.4033], [1.1463, 2.8189, -2.0828], [0.0409, 2.6005, 1.1488], [-3.8502, -3.8315, -1.3536], [-2.3480, -1.5097, -1.9455], [-0.6315, 3.6712, -0.0758], [-2.8823, -3.8295, -2.2732], [5.0459, -2.3632, 3.2967], [-0.9138, 4.5520, -2.3103], [-0.2253, 3.7030, -1.4342], [-3.3557, -1.5088, -0.9735], [-2.1159, -2.7259, -2.5991], [4.0319, -3.1948, 3.7553], [-4.0627, -2.6709, -0.7280], [-2.2215, 5.4630, -0.5239], [-1.6130, 4.5759, 0.3472], [4.8472, -1.5641, 2.1817], [3.6307, -1.5793, 1.4919], [2.8102, -3.1973, 3.0944], [-1.8924, 5.4265, -1.8724], [2.6094, -2.4012, 1.9774], [-3.5784, -0.5943, -0.4402], [-2.3975, 6.0754, -2.5802], [-0.6523, 4.5056, -3.3603], [5.9995, -2.3430, 3.8141], [4.1955, -3.8407, 4.6106], [1.6543, -2.4139, 1.4684], [-2.7190, -4.7822, -2.7727], [-4.8561, -2.6914, 0.0160], [5.6377, -0.9142, 1.8279], [2.0084, -3.8340, 3.4530], [-1.8815, 4.5743, 1.3971], [-2.9599, 6.1683, -0.1566], [-1.3502, -2.7815, -3.3610]]
}

(3)
{
  "formula": "C20H24N4O7PRuSTe",
  "method": "ωB97M-V with the def2-TZVPD basis set",
  "orbital_gap_ev": [6.87, 6.99],
  "multiplicity": 2,
  "lumo_energy_ha": [-0.0360, -0.0294],
  "species": ["Te", "Ru", "S", "P", "O", "O", "O", "O", "O", "O", "O", "N", "N", "N", "N", "C", "C", "C", "C", "C", "C", "C", "C", "C", "C", "C", "C", "C", "C", "C", "C", "C", "C", "C", "C", "H", "H", "H", "H", "H", "H", "H", "H", "H", "H", "H", "H", "H", "H", "H", "H", "H", "H", "H", "H", "H", "H", "H", "H"],
  "xyz": [[-2.7258, 0.8327, -1.2161], [-1.0053, 0.3150, 0.7396], [-1.0305, -2.7434, 0.6845], [-0.4937, 1.5631, -1.7384], [-1.5058, -3.7341, 1.6061], [-0.1786, 1.3531, -3.2801], [-4.1899, 1.7080, 2.7921], [-2.3737, 0.4748, 2.2608], [-0.3984, 3.1458, -1.4779], [0.5706, 0.9075, -0.9130], [-2.0008, -1.9740, -0.0714], [-1.1223, 2.3910, 1.4037], [-2.5029, 2.6224, 1.5887], [-0.1688, -1.5692, 1.3191], [1.0173, 0.6195, 2.0437], [1.7205, -4.7578, -2.2799], [-1.0974, 1.5518, -4.3642], [1.3247, -2.9241, 2.7323], [0.6947, -2.7618, -1.4175], [-0.8002, 0.5336, -5.4384], [0.2327, -4.9132, -0.3986], [-1.3078, 4.0604, -2.1249], [2.4757, -0.5317, 3.6157], [1.5337, -3.3797, -2.3278], [1.0790, -5.5221, -1.3177], [-1.9613, 4.9427, -1.0895], [0.0444, -3.5425, -0.4661], [0.8498, -1.7358, 2.2281], [2.3569, -2.9243, 3.6936], [2.9153, -1.7650, 4.1498], [2.5583, 1.8552, 3.3982], [1.5786, 1.7518, 2.3963], [-3.1089, 1.5367, 2.2741], [1.4556, -0.5247, 2.6436], [3.0017, 0.7171, 4.0053], [2.7045, -3.8747, 4.0783], [3.6827, -1.7732, 4.9129], [-0.7518, 3.0372, 0.7112], [2.0418, -2.7883, -3.0783], [2.3751, -5.2370, -2.9969], [-2.1241, 1.4341, -4.0065], [1.2311, -6.5929, -1.2833], [-2.7544, 3.5196, 1.9817], [-2.6115, 4.3474, -0.4468], [0.2179, 0.6531, -5.8078], [-2.0780, 3.5053, -2.6646], [0.5472, -1.6882, -1.4324], [-1.4941, 0.6690, -6.2689], [-0.9169, -0.4757, -5.0449], [3.7639, 0.7554, 4.7742], [2.9383, 2.8289, 3.6739], [-0.9708, 2.5682, -4.7406], [-0.6144, 2.4385, 2.2806], [-2.5688, 5.6994, -1.5877], [-0.7252, 4.6407, -2.8404], [-1.2090, 5.4544, -0.4862], [0.8846, -3.8569, 2.4102], [1.2818, 2.6390, 1.8480], [-0.2873, -5.4821, 0.3604]]
}

(4)
{
  "formula": "C18H12FN3O2S2",
  "method": "ωB97M-V with the def2-TZVPD basis set",
  "orbital_gap_ev": 7.52,
  "lumo_energy_ha": -0.0186,
  "species": ["S", "S", "F", "O", "O", "N", "N", "N", "C", "C", "C", "C", "C", "C", "C", "C", "C", "C", "C", "C", "C", "C", "C", "C", "C", "C", "H", "H", "H", "H", "H", "H", "H", "H", "H", "H", "H", "H"],
  "xyz": [[-1.4121, -1.3448, -1.0092], [-0.8077, 1.6848, -1.2727], [-3.0357, -5.6494, 0.9451], [0.3885, 2.1331, -4.6769], [2.2017, 2.0017, -1.6253], [-2.5049, -3.0177, 0.8147], [-2.3359, -0.7107, 1.3092], [-1.9076, 0.4281, 0.7866], [0.7072, 1.8485, -3.5454], [-3.3687, -4.8878, 2.0213], [5.3761, 4.4442, -0.8568], [-1.4034, 0.3233, -0.3868], [-4.2862, -4.6920, 4.2065], [3.6096, 3.6684, -2.2451], [3.2605, 2.7383, -1.2389], [-3.9536, -5.4814, 3.1172], [-2.1724, -1.7389, 0.5482], [5.0165, 3.5181, 0.1288], [2.6771, 3.4524, -3.2924], [1.8503, 2.4439, -2.8677], [-4.0276, -3.3321, 4.1751], [-3.0985, -3.5183, 1.9661], [-0.0614, 0.8343, -2.7185], [3.9578, 2.6510, -0.0425], [4.6878, 4.5337, -2.0440], [-3.4400, -2.7424, 3.0700], [0.6182, 0.0715, -2.3369], [-2.3115, -3.6985, 0.0925], [-3.2382, -1.6847, 3.0413], [4.9634, 5.2484, -2.8035], [6.2130, 5.1009, -0.6732], [3.6735, 1.9379, 0.7141], [2.6072, 3.9634, -4.2307], [-4.1405, -6.5432, 3.1065], [-0.8554, 0.3900, -3.3190], [-4.2857, -2.7164, 5.0227], [5.5832, 3.4844, 1.0468], [-4.7447, -5.1420, 5.0727]]
}

Energy above the lowest of the compared OMol25 structures with the same formula, charge and spin? In order: 4.203; 0.969; 1.783; 0.166 eV.
Energy? In order: -18777.698; -176260.640; -71423.234; -51812.948 eV.